# 1
121
Properties=species:S:1:pos:R:3:mulliken_charge:R:1 method="wB97M-V/def2-TZVPD" orbital_gap_ev=6.67 homo_ev=-7.78 max_force_ev_per_a=2.603 lumo_ev=-1.11
C 1.87904 -3.80870 1.80188 -0.59
O 1.71404 -2.71582 2.69590 -0.42
C 2.06793 -1.48042 2.08125 0.26
C 1.63491 -0.30765 2.97497 -0.75
C 2.30282 1.05456 2.63352 -0.98
C 1.62470 1.87510 1.48627 -1.46
C 0.81794 1.06211 0.50229 1.79
C 1.19019 0.68175 -0.72224 1.17
C 2.53634 1.05081 -1.34459 -1.80
I 4.25210 0.19816 -0.34543 0.14
C 2.60795 0.74164 -2.89734 0.06
C 2.15473 1.97096 -3.73303 -0.92
I 4.69671 0.31884 -3.40865 0.08
C 0.15221 -0.11688 -1.47554 -0.52
O -0.04284 -0.03095 -2.64775 -0.57
C -0.74104 -1.05167 -0.68198 -0.43
C -1.10835 -0.62654 0.49904 0.75
C -2.04998 -1.46644 1.34955 -1.14
O -2.71246 -2.47995 0.58999 -0.36
C -3.88727 -2.09953 0.05143 0.91
F -3.95497 -2.62745 -1.17554 -0.28
F -4.02850 -0.79963 -0.09191 -0.23
F -4.90569 -2.60918 0.70769 -0.29
C -0.58139 0.69592 0.97252 -0.09
O -1.19580 1.44532 1.64771 -0.58
H 0.90847 -4.33244 1.75017 0.25
H 2.61041 -4.53460 2.13079 0.12
H 2.14834 -3.51216 0.77592 0.34
H 1.69798 -1.39929 1.05176 -0.18
H 3.17031 -1.45212 2.08675 0.40
H 0.54062 -0.24903 3.07601 0.04
H 2.00464 -0.59005 3.97412 0.53
H 3.37441 0.89226 2.49280 0.37
H 2.21861 1.66441 3.54599 0.35
H 2.37834 2.43328 0.92808 0.28
H 0.95754 2.59675 1.93887 0.56
H 2.64561 2.13613 -1.24552 0.49
H 2.08157 -0.16365 -3.18839 0.59
H 2.89795 2.28633 -4.46651 0.40
H 1.25703 1.67755 -4.29443 0.17
H 1.87838 2.81040 -3.08259 0.20
H -1.07998 -2.00049 -1.08676 0.66
H -1.41985 -1.99134 2.08232 0.31
H -2.73026 -0.84844 1.94739 0.43
C -2.64529 1.73886 -2.77923 -0.45
N -2.46975 2.81642 -3.79076 1.22
O -1.58956 3.63010 -3.60462 -0.62
O -3.23036 2.80139 -4.74091 -0.64
H -1.90887 1.87453 -1.99496 0.00
H -3.65281 1.82260 -2.38248 0.19
H -2.49825 0.78916 -3.28670 0.30
C 1.66079 -7.99216 3.93364 -0.80
N 2.10446 -6.74893 3.24728 0.95
O 2.46871 -6.84561 2.09072 -0.53
O 2.06982 -5.72271 3.90146 -0.51
H 1.74168 -8.82329 3.24187 0.32
H 2.30828 -8.13856 4.79360 0.26
H 0.62937 -7.84247 4.24116 0.29
C -7.17939 2.77026 -1.26548 -0.47
N -6.42306 3.63726 -2.21026 0.92
O -5.20883 3.52863 -2.23317 -0.53
O -7.07113 4.39942 -2.89742 -0.55
H -6.47543 2.14984 -0.72206 0.23
H -7.72013 3.42518 -0.58856 0.08
H -7.86104 2.15859 -1.85204 0.29
C 5.65475 -7.70594 1.29187 -0.56
N 5.53155 -9.10352 1.79068 0.91
O 4.73669 -9.31205 2.68937 -0.51
O 6.23564 -9.93876 1.26333 -0.55
H 4.97043 -7.07819 1.85144 0.13
H 6.68393 -7.39262 1.44539 0.29
H 5.39966 -7.71060 0.23596 0.28
C -5.93828 0.61022 -5.43592 -0.56
N -7.01903 0.40964 -4.43226 0.91
O -8.13080 0.81352 -4.70910 -0.54
O -6.70843 -0.14573 -3.39418 -0.49
H -6.35437 1.11560 -6.30023 0.30
H -5.16980 1.21838 -4.96644 0.13
H -5.55393 -0.36908 -5.70796 0.29
C -0.58905 5.96626 0.99760 -0.84
N 0.35637 4.92553 0.51108 0.96
O 1.17204 4.48573 1.30054 -0.59
O 0.24706 4.58153 -0.64813 -0.49
H -0.37438 6.16904 2.04104 0.31
H -0.43740 6.85385 0.38972 0.30
H -1.59564 5.57512 0.87653 0.31
C -7.42371 6.58050 1.02749 -0.73
N -8.38625 5.51745 1.43418 0.92
O -9.51086 5.85830 1.72765 -0.53
O -7.97045 4.36919 1.44084 -0.57
H -7.92132 7.54078 1.06423 0.48
H -6.59030 6.55012 1.72406 0.30
H -7.09826 6.35168 0.01458 0.19
C 1.04613 -4.65209 7.27477 -0.63
N 0.92330 -6.04243 7.79550 0.87
O 0.13072 -6.24242 8.69340 -0.53
O 1.63274 -6.88202 7.27619 -0.51
H 0.36147 -4.01522 7.82403 0.33
H 2.07490 -4.33713 7.42428 0.26
H 0.79487 -4.67482 6.21735 0.21
C -7.05056 9.79494 -1.31591 -0.66
N -7.03757 10.20018 0.11800 0.90
O -7.21267 9.32758 0.95524 -0.57
O -6.85358 11.37194 0.35312 -0.52
H -7.22461 8.72607 -1.37520 0.22
H -7.85040 10.34522 -1.80314 0.29
H -6.08348 10.05434 -1.73728 0.28
C 8.89912 -1.89315 -5.12449 -0.72
N 7.67456 -1.54972 -4.35432 0.90
O 6.81356 -2.39972 -4.25536 -0.51
O 7.62477 -0.43218 -3.86999 -0.52
H 8.80597 -2.90987 -5.49012 0.30
H 8.97972 -1.19144 -5.95032 0.29
H 9.74262 -1.80044 -4.44594 0.26
C 9.05633 -2.23553 -0.55019 -0.76
N 10.09317 -2.75621 -1.48459 0.90
O 10.53498 -1.98466 -2.31753 -0.54
O 10.42359 -3.91488 -1.34983 -0.54
H 8.86421 -1.19506 -0.79021 0.30
H 8.16161 -2.83692 -0.68762 0.29
H 9.44602 -2.33669 0.45893 0.33

---

# 2
101
Properties=species:S:1:pos:R:3:mulliken_charge:R:1 method="wB97M-V/def2-TZVPD" orbital_gap_ev=8.06 charge=-1 relative_energy_ev=0.5770 homo_ev=-5.77 max_force_ev_per_a=15.891 lumo_ev=2.29
O 0.86556 0.93288 -0.66818 -0.51
H 0.26856 0.34288 -1.16018 -0.35
C 2.63156 3.89388 -0.02418 0.18
C 3.39856 3.15288 -1.05218 1.04
O 4.48956 2.69688 -0.26518 -0.34
C 4.50756 3.16588 0.88782 0.78
O 5.26756 2.92088 1.82382 -0.66
O 3.49456 3.91288 1.03482 -0.38
F 3.93656 4.19788 -1.78418 -0.35
H 1.73956 3.21688 0.30782 -0.39
H 1.90356 4.74988 -0.20918 0.31
H 2.90256 2.40088 -1.73118 -0.22
C 0.91956 0.41188 -3.82018 0.14
C 0.40456 1.86388 -3.69718 0.89
O -0.82744 1.69488 -4.31818 -0.42
C -1.14744 0.35388 -4.62618 0.53
O -2.19744 0.03188 -5.10818 -0.56
O -0.15944 -0.38912 -4.24218 -0.18
F 1.09156 2.83488 -4.45818 -0.36
H 1.49156 0.21588 -2.89218 -0.39
H 1.71656 0.51488 -4.49418 0.39
H 0.36656 2.33488 -2.61418 -0.03
C 1.69056 -1.41512 1.60482 0.74
C 2.43456 -0.08512 1.75782 0.83
O 3.75856 -0.57112 1.90282 -0.40
C 3.85056 -1.85912 1.79882 0.69
O 4.96256 -2.37612 2.12482 -0.71
O 2.67956 -2.34112 1.62682 -0.40
F 2.17556 0.47688 3.00682 -0.45
H 1.25956 -1.19312 0.37482 -0.70
H 0.85056 -1.71212 2.29182 0.41
H 2.43056 0.73588 1.10682 -0.22
C 6.04056 -3.44512 -3.30118 -0.76
O 4.70856 -3.48312 -2.59518 -0.35
C 4.13256 -2.25512 -2.12218 -0.82
C 2.79956 -2.48612 -1.45818 0.34
O 2.04256 -2.90912 -2.32618 -0.39
C 0.74256 -3.17712 -1.86718 0.26
C -0.22144 -3.63712 -2.91918 -0.09
O 0.03456 -5.01212 -3.14818 -0.40
C -0.76944 -5.55212 -4.21118 -0.75
H 6.16556 -4.44812 -3.66118 0.26
H 6.85656 -3.24212 -2.58918 0.29
H 6.12956 -2.71512 -4.11618 0.29
H 4.06056 -1.33912 -2.77418 0.27
H 4.89656 -1.90612 -1.32218 0.33
H 2.42656 -1.53112 -1.14918 -0.17
H 2.71756 -3.20912 -0.68218 0.54
H 0.58656 -2.14212 -1.49318 -0.55
H 0.67256 -3.78812 -1.02318 0.47
H -0.21644 -3.01712 -3.78118 0.81
H -1.40244 -3.37112 -2.56618 -0.26
H -0.39644 -5.52312 -5.25418 0.26
H -1.94444 -5.28112 -4.13618 0.22
H -0.79844 -6.59112 -3.90018 0.36
C -2.31244 -7.80512 0.58782 -0.88
O -2.16644 -6.48112 0.92282 -0.37
C -2.23344 -5.53812 -0.05818 -0.21
C -2.48244 -4.09812 0.48982 -1.04
O -2.40644 -3.27112 -0.34618 0.25
C -2.17144 -1.91412 0.11082 0.01
C -2.67744 -0.93612 -0.98118 -0.14
O -4.06344 -1.10512 -1.05518 -0.52
C -4.53544 -2.08312 -2.00018 -0.64
H -1.59544 -8.08412 -0.16618 0.30
H -3.34544 -8.17612 0.20682 0.25
H -2.14744 -8.44312 1.27182 0.46
H -3.05544 -5.68812 -0.66518 0.39
H -1.17644 -5.61212 -0.55718 0.10
H -1.94544 -4.02012 1.48082 0.36
H -3.56644 -4.18412 0.89682 0.16
H -1.03544 -1.88312 0.45082 -0.33
H -2.77744 -1.70212 0.99682 0.61
H -2.21544 -1.13712 -1.88218 0.05
H -2.42644 0.07788 -0.60118 0.37
H -3.86244 -2.27712 -2.66018 0.29
H -5.45644 -1.76712 -2.49818 0.36
H -4.67744 -3.11012 -1.51618 0.15
C -0.53544 2.21988 2.36482 -0.54
O -1.17644 3.40288 2.76582 -0.43
C -1.15444 3.59288 4.17182 -0.58
C -2.26344 4.50988 4.73282 -0.50
O -2.04744 5.70188 4.51782 -0.10
C -2.90444 6.55388 5.00182 -0.81
C -2.52044 7.98888 4.45082 -0.44
O -3.54444 8.92688 4.88182 -0.31
C -3.33844 10.26188 4.45182 -1.02
H -0.24544 2.17388 1.31982 0.03
H -1.26344 1.54988 2.60082 0.59
H 0.53556 2.02488 2.89882 0.14
H -0.07544 3.67588 4.47782 0.35
H -1.42944 2.62888 4.61582 0.39
H -2.06044 4.23388 5.80782 0.28
H -3.25444 4.05688 4.53582 0.28
H -3.03644 6.74588 6.04482 0.39
H -3.90344 6.51888 4.70882 0.48
H -2.24144 7.78388 3.39782 0.34
H -1.62444 8.02688 5.08182 0.27
H -3.55144 10.14688 3.53782 0.50
H -2.28044 10.64788 4.29982 0.32
H -4.17344 10.81488 4.81682 0.33

---

# 3
97
Properties=species:S:1:pos:R:3:lowdin_spin:R:1 method="wB97M-V/def2-TZVPD" orbital_gap_ev="4.17 / 4.06" charge=-1 homo_ev="-3.44 / -3.33" max_force_ev_per_a=4.109 spin_multiplicity=2 lumo_ev="0.73 / 0.73"
Ir 1.22747 -1.21649 0.27083 0.90
O -0.63907 -4.55853 5.89849 0.00
C -0.07747 -4.03812 4.96126 0.00
S 0.41737 -2.33480 4.93114 0.00
C 1.13224 -2.33537 3.30985 0.01
C 1.07876 -3.51567 2.61493 0.00
S 1.68333 -3.73296 1.04011 -0.01
S 0.23135 -4.85387 3.41834 0.00
S 1.79035 -0.88624 2.68876 0.01
C 3.43725 0.83777 -2.21430 0.00
Ge 1.45929 1.09707 -2.25293 0.00
C 0.66750 0.22151 -3.86637 0.00
C 1.17463 3.04173 -2.75405 0.00
C 0.43371 0.72422 -0.56870 -0.01
H 3.82515 0.87739 -1.20199 0.00
H 3.93499 1.59388 -2.81891 0.00
H 3.67695 -0.14114 -2.61561 0.00
H 1.04561 0.71440 -4.75948 0.00
H -0.41437 0.33002 -3.85522 0.00
H 0.89947 -0.83323 -3.93916 0.00
H 2.07956 3.45576 -3.18585 0.00
H 0.88857 3.65700 -1.90894 0.00
H 0.40147 3.12698 -3.51139 0.00
H -0.53013 0.36080 -0.92829 0.00
O 2.22292 -1.93579 -1.65062 0.03
C 1.15873 -2.40518 -2.16272 0.01
O 0.03144 -2.14022 -1.63143 0.03
C 1.23564 -3.25276 -3.34442 0.00
C 0.06385 -3.68618 -3.98842 0.00
C 0.11853 -4.53075 -5.06006 0.00
C 1.36860 -4.98376 -5.53049 0.00
C 2.54980 -4.53556 -4.90075 0.00
C 2.48190 -3.68145 -3.83687 0.00
N 1.43765 -5.85671 -6.60322 0.00
O 0.37091 -6.24473 -7.13685 0.00
O 2.56105 -6.23443 -7.00458 0.00
H -0.88076 -3.31446 -3.61264 0.00
H -0.77331 -4.87160 -5.56641 0.00
H 3.49732 -4.88896 -5.28340 0.00
H 3.36961 -3.32085 -3.33948 0.00
N -3.87552 -2.85694 0.53750 0.00
C -2.85441 -3.90359 0.84417 0.00
C -1.47925 -3.35497 0.46603 0.00
N -1.18631 -2.10615 1.13794 0.03
C -2.21030 -1.12422 0.91389 0.00
C -3.59631 -1.63348 1.33700 0.00
H -4.82305 -3.21242 0.70051 0.00
H -3.76779 -2.60877 -0.45698 0.00
H -3.07529 -4.80919 0.28039 0.00
H -2.89334 -4.12311 1.91372 0.00
H -1.38108 -3.17493 -0.60868 0.00
H -0.71631 -4.09113 0.72074 0.00
H -1.01131 -2.25068 2.12744 0.00
H -2.21192 -0.89106 -0.15191 0.00
H -1.95820 -0.21258 1.45181 0.00
H -4.36463 -0.88376 1.15380 0.00
H -3.60165 -1.90257 2.39513 0.00
C -2.34258 2.54101 -1.86744 0.00
Si -1.91861 3.01097 -0.05490 0.00
C -1.78987 4.91812 0.00280 0.00
C -3.56466 2.53188 0.85322 0.00
Si 0.17562 2.05695 0.73236 0.00
Si -0.50438 1.82454 3.39072 0.00
C 0.88090 1.71730 4.69890 0.00
C -1.79225 0.51436 3.97397 0.00
C -1.36581 3.50964 3.73168 0.00
Si 2.22468 3.24134 1.09661 0.00
C 3.44622 1.95234 1.79483 0.00
C 2.01372 4.69803 2.33301 0.00
C 3.19144 4.10587 -0.31860 0.00
H -3.12384 3.15490 -2.31036 0.00
H -2.66238 1.50435 -1.93580 0.00
H -1.45762 2.63911 -2.48392 0.00
H -2.67032 5.41736 -0.39246 0.00
H -0.93503 5.25427 -0.57561 0.00
H -1.64688 5.25926 1.02237 0.00
H -4.24542 3.37759 0.90719 0.00
H -3.38436 2.19584 1.86827 0.00
H -4.08645 1.73381 0.33043 0.00
H 1.26923 0.70743 4.76368 0.00
H 0.52120 1.99759 5.68768 0.00
H 1.71096 2.36957 4.45227 0.00
H -1.41474 -0.48833 3.80862 0.00
H -2.75054 0.61230 3.46999 0.00
H -1.97464 0.60865 5.04290 0.00
H -0.67185 4.33093 3.59602 0.00
H -1.73620 3.56188 4.75239 0.00
H -2.20534 3.68427 3.06989 0.00
H 3.15306 1.59265 2.77487 0.00
H 4.46308 2.32964 1.86516 0.00
H 3.46094 1.08088 1.14302 0.00
H 1.73146 4.37612 3.32821 0.00
H 1.25106 5.39003 1.98949 0.00
H 2.93698 5.26326 2.42421 0.00
H 3.39068 3.41861 -1.13161 0.00
H 4.14957 4.48712 0.03033 0.00
H 2.64180 4.94939 -0.72707 0.00